C11H18EuF9I2O2P2 as an isolated structure at a distorted geometry. Source: the OMol25 dataset; level of theory: ωB97M-V/def2-TZVPD.

## Properties
* Kohn-Sham gap (alpha / beta): 3.1360 / 5.5833 eV
* total charge: +2
* HOMO level (alpha / beta): -13.65 / -13.65 eV
* multiplicity: 7

Last column: Löwdin spin population.
Element x y z (Å)
1 I 0.0012 -1.3843 -7.7481  0.00
2 I 0.0012 1.3078 -7.5049  0.00
3 Eu 0.0021 0.4865 -0.6182  6.08
4 P -2.7493 -0.0122 -0.9892  -0.01
5 C -3.7063 -0.0630 -2.5230  0.00
6 C -3.3168 -1.3893 0.0650  0.00
7 H -4.3959 -1.3955 0.2723  0.00
8 H -4.3936 1.5006 0.1068  0.00
9 H -2.7685 -1.3610 1.0249  0.00
10 H -2.7859 1.5634 0.8913  0.00
11 H -3.4153 -0.9759 -3.0755  0.00
12 H -3.0721 -2.3340 -0.4492  0.00
13 C -3.3113 1.4831 -0.0800  0.00
14 H -4.8051 -0.0553 -2.4396  0.00
15 H -3.0730 2.3775 -0.6833  0.00
16 H -3.4105 0.8012 -3.1472  0.00
17 P 2.7507 -0.0283 -0.9817  -0.02
18 C 3.7120 -0.0820 -2.5126  0.00
19 C 3.3178 1.4625 -0.0687  0.00
20 H 2.7558 -1.3795 1.0308  0.00
21 H 4.3848 -1.4236 0.2815  0.00
22 H 3.0564 -2.3528 -0.4438  0.00
23 C 3.3061 -1.4103 0.0722  0.00
24 H 2.7882 1.5462 0.9001  0.00
25 H 4.3994 1.4718 0.1227  0.00
26 H 4.8106 -0.0782 -2.4250  0.00
27 H 3.4213 0.7837 -3.1370  0.00
28 H 3.0892 2.3587 -0.6732  0.00
29 H 3.4196 -0.9935 -3.0666  0.00
30 C 0.0047 -0.1273 -3.1884  0.00
31 O 0.0050 -0.1052 -4.3302  0.00
32 F -1.3679 2.0219 2.8385  0.00
33 C -1.2911 0.7526 3.3526  0.00
34 F -1.3736 0.8603 4.7003  0.00
35 F -2.4436 0.1306 2.9372  0.00
36 C -0.0005 0.0007 2.8470  0.00
37 O 0.0018 0.0184 1.4985  -0.04
38 C 1.2932 0.7435 3.3600  0.00
39 F 1.3726 0.8458 4.7083  0.00
40 F 2.4430 0.1164 2.9456  0.00
41 F 1.3787 2.0145 2.8514  0.00
42 C -0.0071 -1.5392 3.2494  0.00
43 F -0.0141 -1.7802 4.5886  0.00
44 F -1.0882 -2.1848 2.7152  0.00
45 F 1.0742 -2.1927 2.7253  0.00

***

A 2-piece molecular cluster, C11H18F3N2O2 overall at a distorted geometry. Source: the OMol25 dataset; level of theory: ωB97M-V/def2-TZVPD.

## Properties
* Kohn-Sham gap: 7.9439 eV
* total charge: +1
* HOMO level: -11.86 eV
* multiplicity: 1

Last column: Löwdin charge in e.
Element x y z (Å)
1 O -3.4264 -0.4467 -0.7651  0.03
2 C -2.6993 0.2112 0.0276  -0.35
3 C -1.6654 1.4091 -0.3758  -0.05
4 C -1.3954 1.9924 1.0906  -0.30
5 C -0.3111 3.1374 1.3299  -0.16
6 C 1.2166 2.6739 1.2610  -0.11
7 C 1.6780 2.0634 -0.1287  -0.11
8 F 2.6376 0.9853 -0.0805  -0.03
9 C 1.2831 2.4736 -1.4132  -0.16
10 F 1.1931 1.4671 -2.4273  0.02
11 F 0.9436 3.7692 -1.8131  0.08
12 C -1.3529 0.6251 1.9209  -0.16
13 N -2.6816 0.0200 1.5165  0.02
14 H -2.0927 2.2039 -1.0692  0.14
15 H -0.8022 0.8125 -0.8202  0.10
16 H -2.3888 2.5097 1.3852  0.15
17 H -0.5147 3.5738 2.3801  0.13
18 H -0.5095 4.0183 0.6086  0.13
19 H 1.8558 3.6218 1.4337  0.13
20 H 1.4191 1.9499 2.1354  0.13
21 H -0.4830 -0.0257 1.5468  0.11
22 H -1.2994 0.9653 3.0053  0.13
23 H -3.4564 0.5871 1.9106  0.13
24 C -0.6720 -2.8542 -1.5953  0.05
25 C 0.2849 -2.9047 -0.4490  -0.42
26 O 0.1652 -2.3322 0.6004  0.17
27 N 1.4572 -3.7528 -0.4981  0.08
28 C 2.6506 -3.0351 -1.0357  0.05
29 H -0.9242 -1.8145 -1.8102  0.10
30 H -0.2205 -3.2939 -2.4879  0.10
31 H -1.5733 -3.4139 -1.3376  0.12
32 H 1.2600 -4.5874 -1.0548  0.19
33 H 1.6353 -3.9744 0.4879  0.20
34 H 2.3921 -2.5903 -1.9975  0.12
35 H 3.4443 -3.7708 -1.1647  0.12
36 H 2.9527 -2.2735 -0.3166  0.12

***

C11H18F6Na5O15S2 as an isolated structure at a distorted geometry. Source: the OMol25 dataset; level of theory: ωB97M-V/def2-TZVPD.

## Properties
* Kohn-Sham gap: 6.8895 eV
* total charge: +3
* HOMO level: -16.46 eV
* multiplicity: 1

Last column: Löwdin charge in e.
Element x y z (Å)
1 Na -14.4512 -0.1886 12.5293  0.77
2 Na -17.3689 -5.4403 13.4346  0.77
3 Na -13.5406 -3.3758 15.0388  0.79
4 Na -15.5249 -7.6751 10.7843  0.68
5 Na -11.1499 -5.1545 13.1204  0.78
6 C -13.6812 -4.4337 10.0438  -0.65
7 F -14.2697 -3.9210 9.0029  0.20
8 F -13.8408 -5.7589 10.1048  0.15
9 F -12.3706 -4.2235 9.9285  0.16
10 S -14.3623 -3.6450 11.5984  0.57
11 O -13.3793 -3.9411 12.6454  -0.36
12 O -14.5613 -2.2321 11.2901  -0.30
13 O -15.6125 -4.3570 11.8478  -0.31
14 C -14.0886 -8.2428 15.3688  -0.67
15 F -15.0932 -8.2692 16.2283  0.17
16 F -12.9398 -8.1700 15.9867  0.20
17 F -14.1610 -9.3450 14.6391  0.17
18 S -14.2910 -6.7343 14.2547  0.58
19 O -14.7765 -7.2002 12.9632  -0.32
20 O -15.2115 -5.8361 14.9441  -0.32
21 O -12.9435 -6.1528 14.2127  -0.36
22 C -17.7369 -4.3713 8.8811  -0.03
23 O -18.5962 -5.3925 8.4382  0.06
24 C -18.4408 -6.6073 8.9236  -0.60
25 O -17.5125 -6.9457 9.6421  0.05
26 O -19.3546 -7.3644 8.4145  0.07
27 C -19.5256 -8.7045 8.8591  0.01
28 H -17.9575 -3.4666 8.3214  0.11
29 H -16.6875 -4.6194 8.7225  0.08
30 H -17.8898 -4.1343 9.9379  0.09
31 H -18.6959 -9.0227 9.4824  0.09
32 H -19.7754 -9.3680 8.0347  0.11
33 H -20.4439 -8.7739 9.4528  0.11
34 C -9.6326 -5.3349 7.9292  -0.02
35 O -10.8199 -4.7560 7.4011  -0.01
36 C -11.6625 -5.5044 6.7395  -0.65
37 O -11.6168 -6.6910 6.5920  0.15
38 O -12.6313 -4.7034 6.2768  -0.02
39 C -13.6752 -5.2359 5.4817  -0.04
40 H -9.1178 -5.8496 7.1194  0.11
41 H -9.8934 -6.0243 8.7403  0.09
42 H -9.0534 -4.5392 8.3911  0.10
43 H -14.1606 -6.0910 5.9532  0.09
44 H -13.2970 -5.5076 4.4970  0.11
45 H -14.4256 -4.4630 5.3303  0.09
46 C -12.2900 -0.8740 9.0540  -0.02
47 O -12.9461 0.3700 8.9138  0.05
48 C -12.9907 1.2586 9.8628  -0.62
49 O -12.7282 1.0942 11.0426  0.07
50 O -13.2844 2.4256 9.3382  0.05
51 C -13.1423 3.5543 10.2025  0.00
52 H -12.3725 -1.3194 10.0465  0.07
53 H -11.2391 -0.6951 8.8279  0.12
54 H -12.6424 -1.6312 8.3576  0.10
55 H -13.4109 4.4440 9.6449  0.11
56 H -12.1595 3.5434 10.6687  0.11
57 H -13.8797 3.4990 11.0133  0.10

***

One molecule with the formula C11H18F9N2O4PSi at a distorted geometry. Source: the OMol25 dataset; level of theory: ωB97M-V/def2-TZVPD.

## Properties
* SMILES: CNC[Si@](CCC(=O)O)(CCC(F)(F)C(F)(F)C(F)(F)C(F)(F)F)P(=N)(O)O
* Kohn-Sham gap: 9.8711 eV
* total charge: 0
* HOMO level: -9.51 eV
* multiplicity: 1

Last column: Löwdin charge in e.
Element x y z (Å)
1 C 0.9488 -0.2334 -3.8039  -0.13
2 N 1.4282 0.7085 -2.7997  -0.17
3 C 0.5138 0.8227 -1.6292  -0.29
4 Si 1.4561 0.4792 -0.0383  0.63
5 C 2.2336 -1.2407 -0.0924  -0.24
6 C 1.1820 -2.3579 -0.2949  -0.14
7 C 0.9097 -3.2460 0.8912  -0.52
8 O -0.0683 -3.9389 0.9537  0.12
9 O 1.7924 -3.2190 1.9293  0.09
10 C 0.3705 0.5199 1.5164  -0.21
11 C -0.7501 1.5801 1.5137  -0.11
12 C -2.1483 1.0164 1.7277  -0.46
13 F -2.9696 2.0061 2.1444  0.13
14 F -2.1159 0.0879 2.7088  0.13
15 C -2.7425 0.3769 0.4617  -0.33
16 F -2.0207 -0.7386 0.1714  0.14
17 F -2.5790 1.2562 -0.5605  0.14
18 C -4.2443 -0.0134 0.4774  -0.35
19 F -4.6064 -0.2077 -0.8128  0.15
20 F -4.9977 0.9717 0.9810  0.17
21 C -4.5990 -1.3321 1.2160  -0.50
22 F -4.2067 -1.2944 2.4944  0.18
23 F -5.9480 -1.4519 1.1764  0.17
24 F -4.0485 -2.3938 0.5924  0.17
25 P 3.1707 1.9181 0.1329  0.38
26 N 2.7740 3.4277 0.2322  -0.19
27 O 4.0289 1.4679 1.4097  -0.18
28 O 4.1934 1.5503 -1.0359  -0.18
29 H -0.1308 -0.2033 -3.9523  0.08
30 H 1.4167 -0.0290 -4.7578  0.08
31 H 1.2319 -1.2409 -3.5237  0.07
32 H 1.4501 1.6192 -3.2327  0.09
33 H -0.3277 0.1497 -1.7636  0.06
34 H 0.0786 1.8187 -1.6071  0.08
35 H 2.9640 -1.2528 -0.8932  0.07
36 H 2.7734 -1.3387 0.8411  0.07
37 H 1.4907 -3.0026 -1.1092  0.12
38 H 0.2438 -1.9218 -0.6091  0.09
39 H 2.6832 -3.2062 1.5717  0.11
40 H 0.0059 -0.4830 1.6949  0.07
41 H 1.0561 0.7390 2.3269  0.08
42 H -0.7233 2.2198 0.6425  0.10
43 H -0.6051 2.2281 2.3674  0.13
44 H 1.7661 3.5223 0.1929  -0.05
45 H 3.9098 2.1908 2.0343  0.07
46 H 3.7594 1.6691 -1.8859  0.05